Entry 1:
C43H44F6N3 | ωB97M-V with the def2-TZVPD basis set

Structure (XYZ):
```
96
Properties=species:S:1:pos:R:3:lowdin_charge:R:1
C 1.705 0.528 1.499 -0.095
C 1.532 -0.749 2.330 -0.237
C 0.254 -1.466 1.872 -0.186
C 0.255 -2.982 2.030 -0.151
N 1.455 -3.664 1.490 0.069
C 1.841 -3.286 0.243 -0.333
N 3.094 -3.013 -0.145 0.176
C 3.063 -2.661 -1.499 -0.029
C 1.796 -2.722 -1.905 -0.020
N 1.030 -3.128 -0.804 0.180
H 1.716 0.243 0.447 0.067
H 0.839 1.164 1.625 0.064
H 2.626 1.053 1.720 0.081
H 2.422 -1.349 2.165 0.084
H 1.468 -0.450 3.369 0.113
H -0.574 -1.046 2.432 0.127
H 0.087 -1.218 0.827 0.091
H 0.103 -3.297 3.052 0.126
H -0.598 -3.379 1.482 0.117
H 2.223 -3.693 2.145 0.135
H 3.883 -3.053 0.475 0.178
H 3.942 -2.386 -2.043 0.131
H 1.383 -2.505 -2.866 0.129
H 0.036 -3.274 -0.758 0.177
F 1.778 -10.206 2.973 0.072
C 1.828 -8.917 3.344 -0.278
C 1.723 -7.937 2.377 -0.012
C 1.771 -6.606 2.767 -0.100
C 1.928 -6.276 4.108 -0.105
C 2.035 -7.278 5.063 -0.067
C 1.981 -8.609 4.682 -0.001
H 1.607 -8.219 1.339 0.118
H 1.685 -5.826 2.026 0.061
H 1.968 -5.236 4.413 0.090
H 2.161 -7.026 6.107 0.111
H 2.055 -9.403 5.412 0.105
F 1.742 -9.901 7.892 0.047
C 0.393 -9.833 7.895 -0.295
C -0.238 -9.043 8.834 -0.019
C -1.624 -8.971 8.828 -0.081
C -2.357 -9.691 7.895 -0.094
C -1.703 -10.481 6.961 -0.079
C -0.318 -10.552 6.955 -0.025
H 0.350 -8.497 9.560 0.118
H -2.131 -8.354 9.557 0.106
H -3.437 -9.636 7.897 0.102
H -2.271 -11.047 6.235 0.107
H 0.209 -11.159 6.229 0.117
F 0.000 3.163 0.643 0.016
C 0.851 4.118 1.095 -0.289
C 0.585 4.743 2.295 -0.017
C 1.467 5.710 2.755 -0.076
C 2.589 6.042 2.009 -0.086
C 2.833 5.404 0.801 -0.074
C 1.961 4.430 0.338 -0.020
H -0.300 4.475 2.858 0.118
H 1.275 6.206 3.697 0.108
H 3.271 6.801 2.368 0.105
H 3.703 5.666 0.215 0.108
H 2.135 3.918 -0.600 0.117
F -0.587 -0.479 -4.544 0.036
C -0.569 0.815 -4.143 -0.290
C -0.587 1.817 -5.092 -0.009
C -0.565 3.138 -4.666 -0.061
C -0.518 3.437 -3.310 -0.067
C -0.500 2.413 -2.375 -0.070
C -0.530 1.090 -2.793 -0.028
H -0.617 1.563 -6.143 0.121
H -0.584 3.935 -5.397 0.096
H -0.494 4.467 -2.982 0.086
H -0.460 2.636 -1.321 0.079
H -0.524 0.276 -2.078 0.100
F 0.507 6.657 -2.464 0.036
C -0.498 7.420 -2.953 -0.298
C -0.249 8.250 -4.025 -0.024
C -1.288 9.022 -4.527 -0.082
C -2.548 8.956 -3.951 -0.101
C -2.775 8.118 -2.868 -0.085
C -1.744 7.340 -2.364 -0.020
H 0.742 8.288 -4.458 0.118
H -1.113 9.672 -5.373 0.109
H -3.355 9.556 -4.349 0.108
H -3.756 8.065 -2.418 0.110
H -1.901 6.672 -1.526 0.117
F -4.233 6.779 -5.120 0.057
C -3.892 6.358 -6.352 -0.280
C -4.872 6.207 -7.312 -0.013
C -4.505 5.776 -8.578 -0.080
C -3.175 5.497 -8.864 -0.095
C -2.207 5.655 -7.882 -0.085
C -2.563 6.092 -6.614 -0.022
H -5.903 6.424 -7.067 0.119
H -5.259 5.658 -9.344 0.106
H -2.894 5.160 -9.853 0.102
H -1.170 5.438 -8.103 0.103
H -1.825 6.233 -5.834 0.103
```

## Properties
relative energy (zero: lowest compared OMol25 entry of this formula, charge and spin) = 0.0 kcal per mole
energy = -2428.18081 Ha
HOMO-LUMO gap = 0.29413 Eh
highest occupied orbital energy = -10.54 eV
net charge = +1

=====

Entry 2:
C43H45AsBCl3F11HgN7O2S3Se | ωB97M-V with the def2-TZVPD basis set

Structure (XYZ):
```
118
Properties=species:S:1:pos:R:3:lowdin_charge:R:1
Hg 0.257 -0.426 0.194 0.878
C -0.529 4.308 2.733 -0.099
C -1.761 4.673 1.916 -0.542
C -2.901 5.088 2.866 -0.031
C -1.385 5.853 1.018 -0.028
N -2.270 3.561 1.108 0.011
C -3.305 3.784 0.229 -0.060
C -3.882 2.603 -0.051 -0.090
N -3.221 1.625 0.639 0.003
B -3.844 0.213 0.658 -0.636
N -3.785 -0.448 -0.725 -0.005
C -4.714 -1.375 -1.104 -0.095
C -4.496 -1.692 -2.393 -0.076
N -3.417 -0.956 -2.837 -0.005
C -2.964 -0.216 -1.776 -0.691
S -1.663 0.839 -1.747 0.727
C -2.956 -1.083 -4.219 -0.545
C -1.874 -0.074 -4.586 -0.100
C -2.423 -2.508 -4.409 -0.020
C -4.164 -0.828 -5.140 -0.041
N -3.273 -0.665 1.785 0.009
C -3.580 -0.370 3.084 -0.111
C -2.983 -1.278 3.876 -0.078
N -2.296 -2.160 3.072 0.003
C -2.472 -1.752 1.784 -0.701
S -1.937 -2.513 0.383 0.684
C -1.585 -3.292 3.667 -0.546
C -0.621 -2.739 4.722 -0.048
C -0.775 -4.095 2.658 -0.131
C -2.636 -4.214 4.304 -0.033
C -2.206 2.209 1.310 -0.670
S -1.039 1.366 2.196 0.676
H -0.190 5.191 3.271 0.086
H 0.269 3.983 2.070 0.032
H -0.739 3.512 3.440 0.028
H -2.546 5.873 3.529 0.078
H -3.224 4.239 3.467 0.086
H -3.758 5.464 2.306 0.074
H -1.065 6.680 1.648 0.087
H -2.214 6.192 0.403 0.068
H -0.563 5.569 0.368 0.066
H -3.541 4.755 -0.146 0.109
H -4.710 2.368 -0.688 0.121
H -5.015 0.369 0.912 0.122
H -5.451 -1.739 -0.417 0.117
H -5.014 -2.388 -3.018 0.105
H -0.952 -0.266 -4.048 0.030
H -2.189 0.939 -4.352 0.058
H -1.672 -0.145 -5.654 0.083
H -1.674 -2.716 -3.649 0.084
H -1.971 -2.612 -5.393 0.085
H -3.218 -3.244 -4.307 0.072
H -4.603 0.141 -4.909 0.090
H -4.931 -1.591 -5.032 0.063
H -3.836 -0.825 -6.176 0.079
H -4.206 0.464 3.333 0.119
H -2.988 -1.348 4.942 0.108
H 0.017 -1.995 4.253 0.068
H 0.001 -3.542 5.108 0.067
H -1.144 -2.277 5.556 0.068
H -0.017 -3.461 2.210 0.017
H -1.406 -4.495 1.871 0.027
H -0.285 -4.915 3.178 0.074
H -3.222 -3.693 5.056 0.068
H -2.141 -5.059 4.774 0.079
H -3.313 -4.588 3.539 0.086
O 3.128 0.663 0.824 -0.500
O 3.618 -0.337 1.676 -0.242
Cl 2.533 -3.582 3.468 0.624
C 3.469 -2.182 3.010 -1.520
Cl 4.887 -2.736 2.094 0.587
Cl 4.039 -1.364 4.483 0.564
C 2.612 -1.197 2.183 -0.728
N 1.409 -1.197 2.079 0.041
F 1.098 2.252 -0.841 -0.340
As 1.607 3.792 -1.457 0.787
F 1.737 4.459 0.192 -0.324
F 2.147 5.414 -2.014 -0.306
F -0.055 4.343 -1.533 -0.265
F 1.503 3.292 -3.120 -0.246
F 3.294 3.301 -1.347 -0.270
F 7.386 5.247 3.435 0.093
C 6.326 4.524 3.023 -0.138
C 5.034 5.040 3.090 -0.140
F 4.835 6.274 3.583 0.098
C 3.961 4.264 2.688 -0.246
F 2.720 4.740 2.837 0.075
C 4.113 2.981 2.150 -0.288
Se 2.489 2.103 1.653 1.225
C 5.423 2.498 2.067 -0.202
F 5.685 1.296 1.554 0.111
C 6.507 3.243 2.519 -0.138
F 7.745 2.717 2.484 0.099
C 3.728 -5.997 -3.051 -0.127
C 2.722 -6.300 -2.148 -0.113
C 2.067 -5.287 -1.477 -0.047
C 2.385 -3.944 -1.698 -0.212
C 3.420 -3.657 -2.590 -0.026
C 4.079 -4.673 -3.255 -0.097
C 1.623 -2.935 -0.963 -0.129
C 1.389 -1.660 -1.303 -0.190
C 1.793 -1.045 -2.567 -0.290
C 2.621 0.083 -2.608 -0.043
C 2.939 0.681 -3.811 -0.091
C 2.426 0.185 -5.000 -0.106
C 1.616 -0.939 -4.978 -0.113
C 1.305 -1.550 -3.777 -0.080
H 4.233 -6.789 -3.591 0.085
H 2.447 -7.332 -1.968 0.090
H 1.276 -5.524 -0.778 0.107
H 3.709 -2.630 -2.756 0.112
H 4.879 -4.436 -3.943 0.094
H 1.178 -3.334 -0.053 0.070
H 3.027 0.485 -1.687 0.096
H 3.570 1.560 -3.820 0.099
H 2.637 0.681 -5.939 0.088
H 1.211 -1.336 -5.903 0.093
H 0.679 -2.432 -3.766 0.106
```

## Properties
energy = -10688.67515 Ha
HOMO-LUMO gap = 0.22414 Eh
highest occupied orbital energy = -2.22 eV
net charge = -2

=====

- The highest highest occupied orbital energy belongs to which entry?
  C43H45AsBCl3F11HgN7O2S3Se